[1]
Molecular formula: C31H45FN4O2P3
Method: DFT, wB97M-V/def2-TZVPD

Results
highest occupied orbital energy	-10.814	eV
total charge	+1
calculated total energy	-2701.3022	Ha
E_LUMO	-4.1472	eV

Last column: Löwdin charge in e.
Atoms and positions in Å:
C 0.87 5.88 1.44  0.118
C 1.23 5.54 0.35  -0.150
C 1.68 5.10 -0.97  -0.213
C 2.62 3.88 -0.83  -0.156
C 2.41 2.70 -1.82  -0.162
C 2.27 1.36 -1.12  -0.056
C 3.46 0.85 -0.66  -0.071
C 4.78 1.58 -0.74  -0.289
C 5.36 1.98 0.63  0.007
F 5.69 0.82 -1.49  -0.003
N 3.52 -0.39 -0.07  -0.044
N 4.75 -0.91 0.30  0.115
C 2.45 -1.15 0.14  -0.214
P 2.66 -2.77 1.02  1.007
C 3.41 -2.42 2.67  -0.362
C 3.53 -0.95 3.10  -0.141
C 3.77 -3.83 0.04  -0.410
C 3.76 -5.25 0.63  -0.148
C 1.19 -0.69 -0.27  -0.110
C 0.05 -1.54 -0.10  -0.244
P -0.08 -3.26 0.53  0.654
N 0.63 -4.33 -0.38  -0.302
C -1.15 -1.09 -0.54  -0.051
C -1.33 0.18 -1.10  -0.138
C -2.78 0.48 -1.43  -0.162
O -3.44 1.05 -0.31  -0.057
C -4.16 0.13 0.44  -0.229
C -3.61 -0.25 1.65  0.025
C -4.24 -1.15 2.50  -0.272
C -3.61 -1.51 3.82  -0.043
C -5.46 -1.66 2.09  -0.034
C -6.01 -1.28 0.88  -0.016
C -5.39 -0.37 0.03  -0.143
C -6.08 0.00 -1.26  -0.335
C -5.95 1.47 -1.68  -0.051
C -5.72 -0.98 -2.42  -0.047
C -0.26 1.04 -1.29  -0.152
P -0.66 2.72 -2.02  0.900
N -1.23 2.26 -3.56  -0.140
O -2.00 3.15 -1.21  -0.258
C 1.06 0.60 -0.90  -0.032
H 0.68 5.99 2.48  0.026
H 2.25 5.93 -1.40  0.119
H 0.84 4.91 -1.62  0.053
H 2.51 3.48 0.18  0.112
H 3.65 4.21 -0.89  0.106
H 1.66 2.89 -2.57  0.053
H 3.31 2.62 -2.42  0.110
H 4.69 2.50 -1.29  0.109
H 4.78 1.53 1.43  0.070
H 6.41 1.71 0.69  0.098
H 5.27 3.05 0.76  0.086
H 5.16 -0.46 1.10  0.079
H 5.37 -1.03 -0.48  0.125
H 4.39 -2.90 2.77  0.085
H 2.76 -2.92 3.38  0.067
H 3.36 -0.88 4.17  0.079
H 4.54 -0.57 2.95  0.053
H 2.79 -0.29 2.64  0.065
H 4.78 -3.44 0.10  0.055
H 3.47 -3.82 -1.01  0.079
H 3.59 -5.25 1.70  0.061
H 3.04 -5.88 0.11  0.063
H 4.75 -5.69 0.47  0.073
H -1.47 -3.50 0.55  0.016
H 0.29 -3.21 1.88  -0.034
H -0.03 -4.99 -0.76  -0.026
H -2.03 -1.71 -0.44  0.099
H -2.92 1.09 -2.32  0.090
H -3.25 -0.48 -1.64  0.117
H -2.66 0.18 1.94  0.130
H -3.93 -0.77 4.56  0.088
H -3.90 -2.50 4.15  0.079
H -2.53 -1.44 3.75  0.070
H -5.98 -2.35 2.74  0.115
H -6.98 -1.68 0.60  0.121
H -7.14 -0.17 -1.08  0.124
H -6.86 1.81 -2.17  0.084
H -5.79 2.12 -0.83  0.087
H -5.15 1.59 -2.41  0.059
H -6.62 -1.42 -2.85  0.077
H -5.16 -1.82 -2.01  0.075
H -5.14 -0.48 -3.19  0.068
H -1.37 1.27 -3.70  0.043
H -0.65 2.65 -4.29  0.039
H -2.77 3.11 -1.79  0.059

=====

[2]
Molecular formula: C41H35AsN2O4P2RhS5
Method: DFT, wB97M-V/def2-TZVPD

Results
spin multiplicity	5
expectation value of S²	6.02
highest occupied orbital energy (spin up / spin down)	-4.499 / -4.618	eV
total charge	-1
calculated total energy	-7014.0202	Ha
E_LUMO (spin up / spin down)	1.9837 / 1.4393	eV

Last column: Löwdin charge in e.
Atoms and positions in Å:
Rh 0.61 -1.31 0.54  0.735
O 1.92 0.59 0.05  -0.432
P 1.75 2.04 -0.27  0.748
C 0.01 2.59 -0.35  -0.283
P -1.09 1.17 -0.64  0.746
O -0.99 0.36 0.62  -0.396
C -2.76 1.79 -0.83  -0.260
C -3.37 2.08 -2.05  -0.062
C -4.67 2.56 -2.08  -0.081
C -5.37 2.74 -0.90  -0.086
C -4.78 2.44 0.32  -0.077
C -3.48 1.96 0.35  -0.069
C -0.54 0.54 -2.25  -0.276
C -0.35 -0.81 -2.52  -0.072
C 0.14 -1.20 -3.76  -0.051
C 0.40 -0.26 -4.74  -0.079
C 0.19 1.09 -4.48  -0.085
C -0.27 1.48 -3.24  -0.117
C 2.47 2.37 -1.89  -0.269
C 3.12 1.31 -2.53  -0.056
C 3.67 1.50 -3.78  -0.073
C 3.59 2.74 -4.40  -0.090
C 2.96 3.80 -3.76  -0.086
C 2.41 3.62 -2.51  -0.088
C 2.55 3.12 0.91  -0.265
C 2.15 4.44 1.12  -0.099
C 2.82 5.22 2.05  -0.092
C 3.87 4.68 2.77  -0.079
C 4.26 3.37 2.58  -0.064
C 3.60 2.58 1.65  -0.063
H -0.13 3.44 -1.03  0.067
H -0.26 2.91 0.66  0.083
H -2.84 1.90 -2.98  0.099
H -5.14 2.77 -3.03  0.101
H -6.39 3.11 -0.93  0.100
H -5.33 2.55 1.24  0.103
H -3.02 1.67 1.29  0.110
H -0.59 -1.56 -1.78  0.054
H 0.30 -2.26 -3.95  0.111
H 0.78 -0.57 -5.71  0.103
H 0.40 1.83 -5.24  0.105
H -0.40 2.54 -3.05  0.102
H 3.16 0.36 -2.02  0.108
H 4.17 0.68 -4.28  0.107
H 4.02 2.88 -5.39  0.100
H 2.90 4.77 -4.24  0.100
H 1.93 4.45 -2.00  0.103
H 1.31 4.86 0.58  0.095
H 2.51 6.25 2.21  0.098
H 4.39 5.29 3.51  0.101
H 5.04 2.92 3.18  0.102
H 3.89 1.54 1.51  0.024
S 3.83 0.04 4.66  -0.151
As 3.55 -1.22 3.01  -0.564
S 1.35 -1.46 2.71  0.065
S 4.70 -0.99 1.25  -0.013
S 4.27 -3.27 3.31  0.000
C -4.40 0.05 5.21  -0.058
C -3.94 -0.60 3.93  -0.279
C -4.76 -0.58 2.79  -0.058
C -4.35 -1.16 1.61  -0.069
C -3.10 -1.78 1.55  -0.271
C -2.29 -1.83 2.66  -0.067
C -2.71 -1.23 3.84  -0.024
S -2.60 -2.45 -0.03  0.588
O -2.73 -1.34 -0.96  -0.332
O -3.46 -3.58 -0.29  -0.311
N -1.06 -2.83 0.11  -0.216
C -0.59 -4.13 0.27  -0.262
C -1.31 -5.25 0.63  -0.026
C -0.69 -6.50 0.76  -0.083
C 0.65 -6.67 0.54  -0.060
C 1.43 -5.55 0.18  -0.160
C 2.82 -5.62 -0.04  -0.012
C 3.53 -4.51 -0.37  -0.056
C 2.84 -3.29 -0.49  -0.162
N 1.54 -3.19 -0.30  0.009
C 0.81 -4.29 0.04  -0.165
H -4.74 1.07 5.03  0.074
H -3.58 0.09 5.93  0.073
H -5.22 -0.50 5.66  0.078
H -5.73 -0.09 2.84  0.109
H -4.98 -1.13 0.73  0.118
H -1.32 -2.31 2.61  0.056
H -2.05 -1.25 4.70  0.116
H -2.37 -5.17 0.81  0.093
H -1.30 -7.35 1.05  0.099
H 1.13 -7.63 0.65  0.102
H 3.32 -6.58 0.10  0.114
H 4.61 -4.51 -0.49  0.106
H 3.37 -2.37 -0.71  0.047